ORCA calculation (the ωB97M-V functional and the def2-TZVPD basis) on a 9-piece molecular cluster, C28H67F3N3O11 overall in a non-equilibrium geometry.

```
112
C28H67F3N3O11 | OMol25 | the ωB97M-V functional and the def2-TZVPD basis
C 0.290 0.304 1.670
O 0.155 0.949 0.379
O -0.525 0.996 2.481
C 0.004 -1.208 1.566
F -0.175 -1.839 2.754
F -1.137 -1.448 0.887
F 1.065 -1.880 1.047
C 1.052 0.585 -0.650
C 1.008 1.635 -1.754
H 0.037 1.771 -2.238
H 1.299 2.620 -1.389
H 1.639 1.269 -2.569
H 0.791 -0.354 -1.153
H 2.093 0.510 -0.316
H 1.359 0.439 1.911
C 7.777 1.428 -1.765
C 7.767 0.031 -2.363
C 6.340 -0.317 -2.848
C 5.352 -0.626 -1.738
C 4.032 -1.259 -2.210
C 3.342 -2.112 -1.149
H 7.282 1.466 -0.792
H 7.367 2.188 -2.431
H 8.792 1.774 -1.538
H 8.411 0.048 -3.244
H 8.101 -0.713 -1.642
H 6.367 -1.209 -3.490
H 6.002 0.473 -3.522
H 5.729 -1.261 -0.933
H 5.109 0.344 -1.286
H 3.358 -0.509 -2.636
H 4.234 -1.863 -3.105
H 3.798 -3.097 -1.016
H 3.401 -1.526 -0.231
H 2.310 -2.411 -1.338
C -1.015 -3.301 -2.179
C -1.461 -4.752 -1.995
C -2.981 -4.901 -1.755
C -3.331 -6.367 -1.555
C -3.120 -7.275 -2.773
C -3.760 -6.771 -4.052
H 0.043 -3.230 -2.451
H -1.236 -2.626 -1.356
H -1.462 -2.882 -3.088
H -1.238 -5.289 -2.924
H -0.867 -5.308 -1.266
H -3.499 -4.426 -2.589
H -3.233 -4.362 -0.838
H -2.746 -6.757 -0.717
H -4.373 -6.381 -1.215
H -2.047 -7.437 -2.897
H -3.526 -8.264 -2.546
H -3.133 -5.995 -4.513
H -3.894 -7.525 -4.826
H -4.692 -6.222 -3.898
C -0.651 4.378 -3.194
C -1.129 5.509 -4.074
O -2.242 6.166 -3.494
O -0.246 4.876 -1.931
H 0.062 3.699 -3.668
H -1.526 3.743 -2.995
H -1.437 5.125 -5.054
H -0.287 6.182 -4.268
H -2.349 7.013 -3.932
H -0.572 4.260 -1.245
C -1.399 1.140 6.069
C -0.625 2.386 5.682
O -1.214 2.968 4.521
O -1.140 0.042 5.229
H -2.478 1.322 6.156
H -1.172 0.848 7.102
H 0.415 2.098 5.466
H -0.486 3.121 6.478
H -1.041 2.332 3.804
H -1.151 0.296 4.289
C -2.436 4.235 2.088
C -1.004 4.374 1.659
O -0.784 3.621 0.450
O -3.352 4.887 1.211
H -2.599 4.638 3.093
H -2.773 3.206 2.274
H -0.293 3.960 2.376
H -0.762 5.431 1.542
H -0.747 2.698 0.770
H -3.127 4.560 0.328
O -5.683 0.560 1.071
C -4.459 0.670 1.046
N -3.661 0.611 2.106
C -3.768 0.810 -0.323
H -3.965 0.602 3.062
H -2.661 0.537 1.916
H -4.125 1.652 -0.908
H -3.985 -0.117 -0.851
H -2.696 0.963 -0.163
O 3.741 4.846 2.998
C 3.209 3.905 2.433
N 2.913 2.741 3.070
C 2.968 3.936 0.929
H 3.147 2.676 4.044
H 2.230 2.126 2.664
H 3.582 4.700 0.471
H 1.897 4.154 0.826
H 3.029 2.937 0.495
O -4.167 -3.974 3.882
C -3.299 -3.618 3.085
N -2.860 -2.339 3.110
C -2.581 -4.604 2.214
H -2.209 -2.025 2.419
H -3.162 -1.673 3.794
H -2.278 -4.023 1.332
H -3.224 -5.424 1.924
H -1.648 -4.871 2.707
```

## Properties
HOMO energy, eV: -6.9
Energy, Eh: -2398.6635
Net charge: -1
Multiplicity: 1

---

ORCA calculation (the ωB97M-V functional and the def2-TZVPD basis) on a 5-piece molecular cluster, C28H67NO12Si overall.

```
109
C28H67NO12Si | OMol25 | the ωB97M-V functional and the def2-TZVPD basis
H -2.412 -2.823 1.391
N -2.864 -3.737 1.474
C -2.412 -4.533 0.607
C -2.939 -5.916 0.539
C -1.363 -4.163 -0.413
Si 0.348 -3.923 0.344
C 1.111 -5.531 0.964
H -3.756 -5.939 -0.167
H -2.164 -6.602 0.218
H -3.307 -6.229 1.504
H -1.667 -3.240 -0.894
H -1.285 -4.965 -1.135
H 0.290 -2.874 1.388
H 1.213 -3.374 -0.729
H 1.787 -5.896 0.200
H 1.651 -5.424 1.892
H 0.315 -6.255 1.073
C 0.034 -7.773 4.431
O 1.422 -7.563 4.584
C 1.768 -6.552 5.515
C 2.918 -6.957 6.413
O 2.630 -7.969 7.363
C 2.421 -9.301 6.925
C 3.653 -10.030 6.429
O 4.120 -9.526 5.190
C 5.517 -9.347 5.115
H -0.393 -7.045 3.734
H -0.105 -8.776 4.026
H -0.492 -7.716 5.389
H 0.907 -6.280 6.134
H 2.077 -5.661 4.952
H 3.165 -6.079 7.014
H 3.810 -7.200 5.831
H 1.608 -9.360 6.200
H 2.084 -9.833 7.819
H 3.389 -11.087 6.292
H 4.435 -9.972 7.194
H 5.920 -8.925 6.042
H 5.719 -8.647 4.305
H 6.025 -10.293 4.897
C -0.865 4.174 -0.251
O -1.798 3.118 -0.383
C -1.234 1.891 -0.810
C -1.777 0.701 -0.046
O -1.388 0.604 1.316
C -1.877 1.560 2.246
C -3.357 1.476 2.560
O -4.171 1.885 1.473
C -5.278 1.047 1.219
H -0.678 4.647 -1.221
H -1.296 4.912 0.426
H 0.082 3.831 0.175
H -0.143 1.911 -0.719
H -1.484 1.752 -1.871
H -1.354 -0.191 -0.519
H -2.860 0.621 -0.148
H -1.587 2.574 1.966
H -1.349 1.331 3.175
H -3.562 2.140 3.409
H -3.600 0.452 2.863
H -5.014 -0.012 1.311
H -5.603 1.230 0.194
H -6.108 1.274 1.897
C 6.347 4.655 -0.379
O 5.412 4.825 -1.424
C 4.402 3.833 -1.482
C 3.026 4.413 -1.735
O 2.461 5.159 -0.667
C 3.026 6.412 -0.313
C 2.833 7.527 -1.321
O 3.597 7.337 -2.498
C 2.901 7.591 -3.700
H 7.123 3.936 -0.661
H 6.813 5.623 -0.195
H 5.863 4.326 0.545
H 4.378 3.244 -0.558
H 4.639 3.154 -2.311
H 2.350 3.563 -1.862
H 2.997 4.976 -2.670
H 4.074 6.312 -0.028
H 2.484 6.710 0.588
H 3.154 8.466 -0.852
H 1.767 7.613 -1.558
H 1.880 7.198 -3.666
H 3.434 7.085 -4.504
H 2.871 8.664 -3.918
C -3.578 5.976 -7.848
O -3.738 4.763 -7.145
C -2.637 3.875 -7.236
C -2.286 3.244 -5.905
O -1.717 4.114 -4.941
C -2.527 5.103 -4.326
C -3.560 4.589 -3.346
O -4.616 3.890 -3.985
C -4.984 2.685 -3.351
H -3.819 5.850 -8.908
H -4.267 6.701 -7.414
H -2.561 6.369 -7.749
H -1.755 4.386 -7.635
H -2.907 3.069 -7.931
H -1.501 2.511 -6.109
H -3.132 2.692 -5.492
H -2.978 5.767 -5.067
H -1.826 5.711 -3.748
H -3.991 5.450 -2.820
H -3.066 3.953 -2.602
H -4.106 2.126 -3.006
H -5.513 2.073 -4.082
H -5.648 2.874 -2.501
```

## Properties
HOMO energy, eV: -9.1
Structure (SMILES): [H]/N=C(/C)C[SiH2]C.COCCOCCOC.COCCOCCOC.COCCOCCOC.COCCOCCOC
Energy, Eh: -2353.8840
Net charge: 0
Multiplicity: 1

---

Q: energy of number 1 (C28H67F3N3O11)?
A: -2398.6635 Eh

---

Q: Number 1 is which compound?
A: C28H67F3N3O11

---

Q: The lowest HOMO energy belongs to which entry?
A: C28H67NO12Si

---

Q: Which formula does entry 1 have?
A: C28H67F3N3O11